(P)
{
  "formula": "C3H5NO2S",
  "method": "wB97M-V/def2-TZVPD",
  "species": ["O", "C", "O", "C", "C", "S", "N", "H", "H", "H", "H", "H"],
  "positions_angstrom": [[-1.435, 2.145, -0.341], [-1.237, 0.995, 0.127], [-2.081, 0.214, 0.631], [0.252, 0.459, 0.074], [0.345, -0.630, -0.972], [2.065, -1.289, -1.372], [0.601, -0.083, 1.416], [0.911, 1.298, -0.110], [-0.195, -1.519, -0.635], [-0.063, -0.303, -1.925], [1.117, -0.954, 1.255], [-0.279, -0.334, 1.851]],
  "mulliken_charge": [-0.753, 0.346, -0.745, 0.512, -1.077, -0.793, -0.801, 0.148, 0.283, 0.320, 0.254, 0.306],
  "lumo_energy_ha": 0.2293,
  "smiles": "N[C@@H](C[S-])C(=O)[O-]",
  "charge": -2,
  "orbital_gap_ha": 0.206
}

---

(Q)
{
  "formula": "C3H5NO2S",
  "method": "wB97M-V/def2-TZVPD",
  "species": ["O", "C", "O", "C", "C", "S", "N", "H", "H", "H", "H", "H"],
  "positions_angstrom": [[-0.197, -2.291, -1.635], [-0.696, -1.402, -0.922], [-1.705, -1.480, -0.192], [0.411, -0.141, 0.056], [-0.128, 0.111, -1.276], [1.119, 2.470, 3.274], [0.116, 0.593, 1.141], [1.373, -0.649, 0.013], [-0.818, 0.877, -1.597], [0.645, -0.033, -2.029], [-0.834, 0.623, 1.476], [0.715, 1.321, 1.691]],
  "mulliken_charge": [-0.704, 0.617, -0.667, -0.009, -0.606, -1.485, -0.133, 0.380, 0.299, 0.220, 0.169, -0.081],
  "lumo_energy_ha": 0.2157,
  "charge": -2,
  "orbital_gap_ha": 0.168
}

---

Which structure loses on stability? (Q) does.

---

(P)
{
  "formula": "C3H7N2OS",
  "method": "wB97M-V/def2-TZVPD",
  "species": ["C", "C", "C", "N", "N", "O", "S", "H", "H", "H", "H", "H", "H", "H"],
  "positions_angstrom": [[-1.930, -1.021, -0.341], [-1.285, -0.192, 0.466], [-0.104, 0.424, -0.224], [1.747, 2.002, 0.191], [1.085, 0.928, 0.519], [1.161, -1.986, 0.491], [1.210, -0.806, -0.541], [-2.882, -1.541, -0.089], [-1.614, -1.234, -1.396], [-1.664, 0.286, 1.366], [-0.386, 1.015, -1.165], [0.349, -2.378, 0.855], [1.586, 2.484, -0.618], [2.728, 2.018, 0.487]],
  "mulliken_charge": [-0.625, -0.524, 0.284, -0.280, -0.102, -0.377, 0.315, 0.297, 0.246, 0.357, 0.479, 0.404, 0.237, 0.287],
  "lumo_energy_ha": -0.1733,
  "charge": 1,
  "orbital_gap_ha": 0.333
}

---

(Q)
{
  "formula": "C3H7N2OS",
  "method": "wB97M-V/def2-TZVPD",
  "species": ["C", "C", "C", "N", "N", "O", "S", "H", "H", "H", "H", "H", "H", "H"],
  "positions_angstrom": [[-0.405, 0.674, 1.217], [-1.378, 0.906, -0.794], [0.517, -0.038, 0.266], [-1.460, 1.081, 0.659], [0.625, -1.549, 0.389], [-0.263, 0.065, -1.100], [2.217, 0.764, 0.122], [-0.372, 0.871, 2.305], [-2.319, 0.500, -1.335], [-1.141, 1.882, -1.261], [0.731, -2.067, 1.259], [1.390, -1.738, -0.293], [-0.267, -1.786, -0.171], [2.125, 0.437, -1.263]],
  "mulliken_charge": [-0.451, -0.202, 0.357, -0.309, -0.204, -0.393, -0.108, 0.414, 0.263, 0.252, 0.327, 0.420, 0.408, 0.226],
  "lumo_energy_ha": -0.1425,
  "smiles": "[NH3+][C@]1(S)C=NCO1",
  "charge": 1,
  "orbital_gap_ha": 0.387
}

---

Which structure loses on stability? (P) does.

---

(P)
{
  "formula": "C8H13N2O",
  "method": "wB97M-V/def2-TZVPD",
  "species": ["C", "H", "H", "H", "O", "C", "C", "C", "C", "C", "C", "C", "H", "H", "N", "H", "N", "H", "H", "H", "H", "H", "H", "H"],
  "positions_angstrom": [[-0.244, -2.822, 0.214], [0.064, -3.126, -0.789], [-1.184, -3.309, 0.466], [0.519, -3.108, 0.939], [-0.509, -1.430, 0.271], [0.533, -0.559, 0.124], [1.811, -0.914, -0.288], [2.782, 0.059, -0.449], [2.498, 1.392, -0.204], [1.232, 1.750, 0.221], [0.245, 0.788, 0.395], [-1.117, 1.181, 0.889], [-1.062, 2.116, 1.446], [-1.539, 0.397, 1.522], [-2.069, 1.389, -0.272], [-1.567, 1.932, -0.995], [-2.591, 0.232, -0.907], [-3.191, -0.289, -0.272], [-1.835, -0.388, -1.194], [-2.874, 1.959, 0.031], [1.010, 2.784, 0.440], [3.259, 2.144, -0.332], [3.770, -0.232, -0.769], [2.057, -1.944, -0.486]],
  "mulliken_charge": [-0.974, 0.370, 0.263, 0.390, -0.417, 0.767, -0.641, -0.612, -0.740, -0.536, 0.814, -0.996, 0.539, 0.287, 0.098, 0.411, -0.699, 0.321, 0.341, 0.374, 0.400, 0.402, 0.398, 0.440],
  "lumo_energy_ha": -0.1178,
  "smiles": "COc1ccccc1C[NH2+]N",
  "charge": 1,
  "orbital_gap_ha": 0.338
}

---

(Q)
{
  "formula": "C8H13N2O",
  "method": "wB97M-V/def2-TZVPD",
  "species": ["C", "C", "C", "C", "C", "C", "C", "C", "N", "N", "O", "H", "H", "H", "H", "H", "H", "H", "H", "H", "H", "H", "H", "H"],
  "positions_angstrom": [[2.168, 1.330, -0.942], [0.202, 1.485, 0.605], [1.826, -0.702, 0.083], [1.583, 2.101, 0.157], [-0.105, 0.045, 0.305], [-0.680, -0.720, 1.449], [-2.232, 0.094, -1.024], [-0.718, -0.153, -1.059], [2.369, 0.077, -0.759], [2.212, -1.751, 0.726], [-0.574, 2.206, 1.155], [2.379, 1.743, -1.918], [2.182, 2.050, 1.073], [1.430, 3.152, -0.086], [-0.052, -0.674, 2.336], [-0.866, -1.755, 1.176], [-1.631, -0.244, 1.708], [-2.620, 0.057, -2.037], [-2.472, 1.062, -0.594], [-2.735, -0.677, -0.445], [-0.263, 0.535, -1.777], [-0.547, -1.174, -1.401], [1.545, -2.343, 1.204], [3.185, -2.043, 0.726]],
  "mulliken_charge": [-0.145, 0.038, 0.415, -0.554, 1.315, -2.175, -1.303, -0.486, -0.328, -0.263, -0.477, 0.439, 0.324, 0.351, 0.516, 0.454, 0.477, 0.402, 0.369, 0.332, 0.374, 0.390, 0.241, 0.294],
  "lumo_energy_ha": -0.1820,
  "smiles": "CC/C(C)=C(/[O-])CC=[N+]=C=[NH2+]",
  "charge": 1,
  "orbital_gap_ha": 0.319
}

---

(R)
{
  "formula": "C8H13N2O",
  "method": "wB97M-V/def2-TZVPD",
  "species": ["C", "C", "C", "C", "C", "C", "C", "C", "N", "N", "O", "H", "H", "H", "H", "H", "H", "H", "H", "H", "H", "H", "H", "H"],
  "positions_angstrom": [[2.536, -0.240, 1.810], [1.430, 0.782, 1.485], [-1.852, -0.002, -1.406], [-1.833, -0.822, -0.100], [-0.439, 0.213, -1.933], [-0.949, -0.222, 0.943], [0.447, 0.929, -0.887], [0.525, 0.059, 0.448], [2.592, -1.297, 1.199], [1.084, -1.165, 0.201], [0.882, -2.044, -0.583], [3.394, 0.197, 2.454], [0.687, 1.094, 2.320], [1.909, 1.633, 1.244], [-2.506, -0.693, -2.188], [-2.370, 0.992, -1.153], [-2.900, -0.628, 0.340], [-1.666, -1.933, -0.258], [0.112, -0.738, -2.329], [-0.370, 0.835, -2.699], [-1.283, 0.768, 1.168], [-0.907, -0.698, 1.920], [1.485, 1.056, -1.227], [-0.006, 1.924, -0.768]],
  "mulliken_charge": [0.144, -1.265, -0.468, -0.468, -0.711, -1.473, -1.080, 1.318, -0.374, 0.511, -0.308, 0.403, 0.418, 0.494, 0.273, 0.274, 0.320, 0.348, 0.309, 0.510, 0.526, 0.466, 0.454, 0.380],
  "lumo_energy_ha": -0.2316,
  "charge": 1,
  "orbital_gap_ha": 0.316
}

---

Which structure loses on stability? (R) does.

---

(P)
{
  "formula": "C4H5ClN2",
  "method": "wB97M-V/def2-TZVPD",
  "species": ["C", "C", "C", "C", "N", "N", "Cl", "H", "H", "H", "H", "H"],
  "positions_angstrom": [[-1.389, 1.736, -0.352], [-0.144, -0.561, 0.004], [0.316, 0.328, 1.138], [-0.366, 0.923, -0.003], [-2.189, 2.552, -0.565], [0.996, 1.956, -1.368], [2.356, 0.968, -1.556], [0.589, -1.087, -0.750], [-1.059, -1.161, 0.190], [-0.093, 0.173, 2.158], [1.330, 0.538, 1.086], [1.140, 2.389, -0.391]],
  "mulliken_charge": [0.492, -0.429, -0.378, -0.031, -0.433, -0.384, -0.080, 0.166, 0.261, 0.264, 0.245, 0.306],
  "lumo_energy_ha": [-0.0397, -0.0397],
  "orbital_gap_ha": [0.310, 0.310]
}

---

(Q)
{
  "formula": "C4H5ClN2",
  "method": "wB97M-V/def2-TZVPD",
  "species": ["C", "C", "C", "C", "N", "N", "Cl", "H", "H", "H", "H", "H"],
  "positions_angstrom": [[-0.203, 1.325, -0.060], [-1.346, 0.647, 0.065], [0.868, 0.359, -0.126], [-1.062, -0.860, -0.026], [2.079, 0.842, -0.048], [0.389, -0.898, -0.362], [3.298, -0.338, 0.036], [-0.038, 2.394, 0.167], [-2.419, 0.826, 0.050], [-0.956, -1.221, 0.985], [-1.674, -1.437, -0.721], [1.064, -1.638, 0.041]],
  "mulliken_charge": [-0.420, -0.340, 0.549, -0.386, -0.503, -0.376, -0.187, 0.370, 0.387, 0.284, 0.320, 0.302],
  "lumo_energy_ha": 0.0276,
  "smiles": "Cl/N=C1/C=CCN1",
  "orbital_gap_ha": 0.346
}

---

Which structure loses on stability? (P) does.

---

(P)
{
  "formula": "H7O3",
  "method": "wB97M-V/def2-TZVPD",
  "species": ["O", "H", "H", "O", "H", "H", "O", "H", "H", "H"],
  "positions_angstrom": [[-0.186, -0.147, -1.871], [0.077, -1.044, -2.134], [-0.189, 0.221, -2.823], [-0.643, -0.145, 2.025], [-1.465, 0.204, 2.459], [-0.616, -1.037, 2.401], [0.998, 0.322, 0.010], [0.165, 0.077, 0.500], [0.616, 0.388, -0.908], [1.243, 1.163, 0.340]],
  "mulliken_charge": [-0.691, 0.377, 0.386, -0.700, 0.350, 0.333, -0.429, 0.456, 0.500, 0.419],
  "lumo_energy_ha": -0.1364,
  "charge": 1,
  "orbital_gap_ha": 0.483
}

---

(Q)
{
  "formula": "H7O3",
  "method": "wB97M-V/def2-TZVPD",
  "species": ["O", "H", "H", "O", "H", "H", "O", "H", "H", "H"],
  "positions_angstrom": [[0.562, 2.063, -0.012], [1.493, 2.240, -0.098], [0.029, 2.682, -0.506], [-0.383, -1.902, -0.846], [0.364, -2.261, -1.342], [-1.108, -1.718, -1.459], [-0.127, -0.246, 1.004], [-0.175, -1.021, 0.294], [-0.987, -0.322, 1.451], [0.027, 0.682, 0.652]],
  "mulliken_charge": [-0.655, 0.322, 0.335, -0.654, 0.365, 0.363, -0.452, 0.457, 0.444, 0.474],
  "lumo_energy_ha": -0.1369,
  "charge": 1,
  "orbital_gap_ha": 0.493
}

---

(R)
{
  "formula": "H7O3",
  "method": "wB97M-V/def2-TZVPD",
  "species": ["O", "H", "H", "O", "H", "H", "O", "H", "H", "H"],
  "positions_angstrom": [[-0.063, 2.051, -0.033], [-0.442, 2.592, -0.642], [0.101, 2.554, 0.754], [0.886, -1.795, -0.606], [1.677, -1.413, -0.641], [0.812, -2.111, -1.612], [-0.927, -0.358, 0.651], [-0.114, -0.897, 0.062], [-0.591, -0.526, 1.550], [-0.610, 0.625, 0.435]],
  "mulliken_charge": [-0.658, 0.319, 0.357, -0.658, 0.349, 0.403, -0.510, 0.462, 0.448, 0.488],
  "lumo_energy_ha": -0.1419,
  "charge": 1,
  "orbital_gap_ha": 0.507
}

---

Which structure loses on stability? (R) does.

---

(P)
{
  "formula": "C3H8N4S",
  "method": "wB97M-V/def2-TZVPD",
  "species": ["C", "C", "C", "H", "H", "H", "H", "H", "H", "H", "H", "N", "N", "N", "N", "S"],
  "positions_angstrom": [[-2.199, -0.684, -0.321], [-0.240, 0.747, -0.758], [1.769, 1.175, 0.444], [-2.942, -0.436, 0.462], [-2.533, -0.272, -1.290], [-2.118, -1.799, -0.402], [0.489, -1.093, 1.083], [-0.238, 0.189, 1.881], [-0.799, 0.975, -1.678], [1.796, 1.972, 1.156], [2.005, -0.591, -1.479], [-0.903, -0.130, 0.038], [-0.398, -0.614, 1.256], [0.886, 1.331, -0.595], [2.667, 0.286, 0.630], [2.758, -1.055, -0.427]],
  "mulliken_charge": [-0.798, 0.205, -0.088, 0.273, 0.279, 0.272, 0.287, 0.294, 0.238, 0.476, 0.162, 0.320, -0.753, -0.602, -0.387, -0.178],
  "lumo_energy_ha": 0.0243,
  "smiles": "CN(N)/C=N\\C=N/S",
  "orbital_gap_ha": 0.335
}

---

(Q)
{
  "formula": "C3H8N4S",
  "method": "wB97M-V/def2-TZVPD",
  "species": ["C", "C", "C", "H", "H", "H", "H", "H", "H", "H", "H", "N", "N", "N", "N", "S"],
  "positions_angstrom": [[-3.044, -0.230, 0.650], [0.097, 0.810, -0.360], [3.042, -0.896, -0.069], [-3.506, 1.095, 0.429], [-2.090, -0.538, 1.548], [-4.083, -1.002, 0.522], [-0.005, -1.338, -0.370], [0.065, 2.450, -0.080], [2.285, 1.364, -0.269], [3.374, -2.073, 0.361], [3.720, 0.011, -0.234], [-0.459, -0.489, -0.167], [-0.622, 1.817, -0.379], [1.511, 0.593, -0.497], [1.845, -0.808, -0.178], [-2.131, -0.766, -0.906]],
  "mulliken_charge": [-0.680, 0.313, -0.379, 0.225, 0.233, 0.268, 0.348, 0.220, 0.299, 0.219, 0.192, -0.348, -0.563, -0.184, -0.137, -0.026],
  "lumo_energy_ha": 0.0218,
  "orbital_gap_ha": 0.331
}

---

(R)
{
  "formula": "C3H8N4S",
  "method": "wB97M-V/def2-TZVPD",
  "species": ["C", "C", "C", "H", "H", "H", "H", "H", "H", "H", "H", "N", "N", "N", "N", "S"],
  "positions_angstrom": [[0.224, 1.186, 3.141], [0.293, 0.989, 1.653], [-0.071, -0.117, -0.805], [-0.875, 1.622, 3.460], [0.776, 2.051, 3.611], [0.488, 0.089, 3.664], [-0.429, 1.471, 0.898], [1.778, -0.677, -0.395], [-0.800, -0.755, -2.313], [1.279, -1.468, -3.245], [0.409, -2.536, -2.337], [1.092, -0.006, 1.262], [0.902, -0.364, -0.012], [0.138, -0.521, -2.051], [1.037, -1.697, -2.275], [-1.718, 0.374, -0.359]],
  "mulliken_charge": [-0.783, 0.130, 0.394, 0.224, 0.248, 0.245, 0.269, 0.318, 0.303, 0.279, 0.253, -1.104, 0.430, -0.193, -0.557, -0.456],
  "lumo_energy_ha": 0.0176,
  "smiles": "C/C=N/NC(=S)NN",
  "orbital_gap_ha": 0.313
}

---

Which structure loses on stability? (Q) does.